# 1
{
  "formula": "C14H19NO2S",
  "method": "wB97M-V/def2-TZVPD",
  "species": ["C", "C", "S", "C", "C", "C", "C", "C", "C", "C", "O", "N", "C", "C", "C", "C", "C", "O", "H", "H", "H", "H", "H", "H", "H", "H", "H", "H", "H", "H", "H", "H", "H", "H", "H", "H", "H"],
  "coordinates": [[1.23, 3.53, 0.77], [2.17, 2.35, 0.72], [2.09, 1.54, -0.92], [2.68, -0.09, -0.51], [3.84, -0.54, -1.13], [4.36, -1.78, -0.83], [3.74, -2.58, 0.12], [2.59, -2.14, 0.74], [2.03, -0.91, 0.42], [0.75, -0.55, 1.12], [0.59, -0.76, 2.31], [-0.20, -0.02, 0.32], [-1.52, 0.32, 0.79], [-2.58, -0.62, 0.22], [-2.74, -0.52, -1.32], [-4.26, -0.36, -1.53], [-4.82, -0.69, -0.14], [-3.84, -0.27, 0.77], [1.48, 4.25, 0.00], [1.30, 4.02, 1.74], [0.20, 3.21, 0.62], [1.91, 1.60, 1.47], [3.21, 2.66, 0.87], [4.32, 0.11, -1.85], [5.26, -2.12, -1.32], [4.16, -3.54, 0.37], [2.09, -2.75, 1.48], [0.01, 0.13, -0.66], [-1.77, 1.35, 0.52], [-1.51, 0.23, 1.88], [-2.33, -1.66, 0.50], [-2.36, -1.42, -1.80], [-2.20, 0.34, -1.71], [-4.50, 0.66, -1.79], [-4.65, -1.03, -2.29], [-4.99, -1.78, -0.04], [-5.74, -0.16, 0.10]],
  "lowdin_charge": [-0.16, -0.48, 0.93, -0.47, -0.11, -0.08, -0.07, -0.01, -0.15, -0.49, 0.07, 0.06, -0.11, -0.32, -0.12, -0.15, -0.20, -0.10, 0.07, 0.08, 0.06, 0.07, 0.08, 0.10, 0.10, 0.10, 0.12, 0.10, 0.13, 0.13, 0.16, 0.11, 0.11, 0.11, 0.11, 0.12, 0.12],
  "charge": 0,
  "smiles": "CCSc1ccccc1C(=O)NC[C@@H]1CCCO1"
}

=====

# 2
{
  "formula": "C14H20AuN6OPS",
  "method": "wB97M-V/def2-TZVPD",
  "species": ["Au", "N", "C", "S", "N", "N", "C", "C", "C", "C", "C", "C", "C", "O", "H", "H", "H", "H", "H", "H", "H", "C", "N", "C", "N", "C", "N", "C", "P", "C", "C", "H", "H", "H", "H", "H", "H", "H", "H", "H", "H", "H", "H", "H"],
  "coordinates": [[0.52, 2.47, -2.24], [-3.83, 1.89, -1.98], [-2.43, 1.72, -2.10], [-1.57, 3.32, -2.00], [-2.00, 0.51, -2.13], [-0.63, 0.32, -1.98], [-0.13, -0.66, -2.66], [1.28, -1.03, -2.42], [1.68, -2.35, -2.72], [2.97, -2.82, -2.59], [3.96, -1.93, -2.22], [3.66, -0.62, -2.00], [2.33, -0.06, -2.12], [2.22, 1.23, -2.03], [-4.12, 2.80, -2.30], [-4.42, 1.10, -2.33], [-0.69, -1.25, -3.39], [0.90, -3.08, -3.04], [3.16, -3.85, -2.86], [4.99, -2.26, -2.06], [4.45, 0.09, -1.79], [0.40, -1.10, 2.56], [0.17, -0.53, 1.18], [-1.31, -0.52, 0.90], [-2.02, 0.23, 1.86], [-1.78, -0.33, 3.20], [-0.36, -0.38, 3.55], [0.14, 0.98, 3.78], [-0.01, 2.08, 2.22], [0.74, 0.82, 1.06], [-1.78, 1.67, 1.78], [1.47, -0.98, 2.78], [0.09, -2.16, 2.50], [0.66, -1.18, 0.52], [-1.58, -1.59, 0.86], [-1.44, -0.05, -0.08], [-2.22, -1.33, 3.21], [-2.26, 0.30, 3.98], [1.18, 0.90, 4.04], [-0.36, 1.40, 4.63], [1.80, 0.77, 1.28], [0.61, 1.18, 0.04], [-1.95, 2.03, 0.75], [-2.51, 2.26, 2.36]],
  "lowdin_charge": [0.50, 0.01, -0.84, 0.40, -0.05, -0.14, -0.10, -0.16, -0.09, -0.14, -0.13, -0.04, -0.38, -0.28, 0.04, 0.10, 0.12, 0.11, 0.09, 0.11, 0.10, -0.11, -0.09, -0.13, -0.15, -0.17, -0.16, -0.31, 1.05, -0.30, -0.31, 0.14, 0.15, 0.19, 0.15, 0.10, 0.13, 0.14, 0.07, 0.08, 0.10, 0.03, 0.06, 0.10],
  "charge": 0
}

=====

# 3
{
  "formula": "C14H20Br2F8O5",
  "method": "wB97M-V/def2-TZVPD",
  "species": ["C", "C", "O", "C", "C", "O", "C", "O", "C", "O", "C", "Br", "C", "C", "Br", "H", "H", "H", "H", "H", "H", "H", "H", "H", "H", "H", "H", "H", "H", "H", "H", "C", "C", "C", "F", "F", "F", "F", "O", "C", "C", "F", "F", "F", "F", "H", "H", "H", "H"],
  "coordinates": [[5.69, -1.98, 1.49], [4.68, -1.64, 0.28], [4.04, -2.81, -0.28], [3.14, -3.41, 0.70], [1.84, -4.06, 0.03], [0.74, -3.14, -0.16], [-0.25, -3.24, 0.87], [-1.53, -3.46, 0.19], [-1.62, -2.51, -0.88], [-1.73, -2.94, -2.03], [-0.43, -1.93, 1.78], [-0.40, -2.59, 3.69], [0.72, -0.81, 1.66], [-0.04, 0.62, 1.61], [1.84, -0.74, 3.33], [5.95, -0.97, 1.98], [6.68, -2.40, 1.12], [5.23, -2.62, 2.31], [5.32, -1.15, -0.54], [3.95, -0.84, 0.64], [3.73, -4.29, 1.15], [2.90, -2.71, 1.57], [1.57, -5.02, 0.58], [2.16, -4.38, -1.03], [-0.13, -4.15, 1.55], [-1.58, -1.38, -0.73], [-1.49, -1.49, 1.66], [1.35, -0.85, 0.71], [0.64, 1.45, 1.24], [-0.89, 0.54, 0.84], [-0.46, 0.87, 2.63], [-2.91, 2.47, -2.55], [-2.30, 2.05, -1.19], [-3.20, 2.22, 0.04], [-3.54, 3.50, 0.25], [-2.55, 1.81, 1.16], [-1.12, 2.68, -1.02], [-2.00, 0.71, -1.29], [-2.56, 3.77, -3.04], [-3.32, 4.87, -2.58], [-2.49, 5.87, -1.78], [-1.92, 5.29, -0.70], [-3.26, 6.88, -1.32], [-4.40, 4.43, -1.92], [-3.80, 5.48, -3.69], [-2.48, 1.79, -3.29], [-3.98, 2.29, -2.59], [-4.11, 1.62, -0.05], [-1.69, 6.29, -2.39]],
  "lowdin_charge": [-0.10, -0.26, -0.18, -0.18, -0.13, -0.11, -0.37, -0.03, -0.24, 0.08, -0.54, 0.61, -0.65, -0.16, 0.58, 0.08, 0.08, 0.07, 0.13, 0.10, 0.14, 0.08, 0.14, 0.15, 0.13, 0.14, 0.11, 0.10, 0.09, 0.05, 0.08, -0.04, -0.43, -0.29, 0.10, 0.07, 0.13, 0.08, 0.04, -0.51, -0.28, 0.10, 0.10, 0.14, 0.15, 0.15, 0.15, 0.18, 0.18],
  "charge": 0
}

=====

# 4
{
  "formula": "C14H20Cl17F2N2O",
  "method": "wB97M-V/def2-TZVPD",
  "species": ["O", "C", "F", "C", "C", "N", "N", "C", "Cl", "C", "C", "F", "H", "H", "H", "H", "C", "Cl", "Cl", "H", "H", "C", "Cl", "Cl", "H", "H", "C", "Cl", "Cl", "H", "H", "C", "Cl", "Cl", "H", "H", "C", "Cl", "Cl", "H", "H", "C", "Cl", "Cl", "H", "H", "C", "Cl", "Cl", "H", "H", "C", "Cl", "Cl", "H", "H"],
  "coordinates": [[-3.74, -4.30, 2.39], [-2.82, -3.88, 1.82], [-1.64, -3.69, 2.42], [-2.79, -3.50, 0.36], [-1.92, -2.30, 0.11], [-2.31, -1.10, 0.51], [-1.70, 0.06, 0.35], [-0.53, 0.00, -0.26], [0.29, 1.45, -0.48], [0.02, -1.20, -0.72], [-0.69, -2.36, -0.55], [-0.23, -3.52, -0.98], [-2.43, -4.35, -0.21], [-3.81, -3.27, 0.08], [-3.21, -1.04, 1.00], [0.99, -1.19, -1.20], [3.71, -1.05, 0.63], [3.61, -0.30, -0.98], [2.43, -0.44, 1.70], [3.60, -2.12, 0.52], [4.67, -0.81, 1.06], [6.38, -2.29, -2.38], [5.04, -3.24, -3.06], [6.46, -2.43, -0.62], [7.31, -2.65, -2.80], [6.22, -1.25, -2.64], [6.01, -6.55, -1.38], [7.34, -7.63, -1.82], [6.27, -5.80, 0.21], [5.94, -5.77, -2.12], [5.09, -7.12, -1.34], [-6.24, -0.42, -0.02], [-5.54, -1.69, 1.02], [-5.01, 0.75, -0.51], [-6.66, -0.88, -0.91], [-7.01, 0.09, 0.54], [-7.67, 1.70, -3.31], [-7.97, 0.09, -2.63], [-8.56, 1.95, -4.80], [-7.98, 2.44, -2.58], [-6.61, 1.79, -3.51], [-0.52, 4.18, 1.97], [-0.97, 2.66, 2.75], [-1.41, 4.43, 0.46], [-0.74, 5.00, 2.65], [0.55, 4.15, 1.74], [3.03, 4.08, -1.18], [2.39, 4.69, 0.35], [4.74, 3.65, -1.06], [2.47, 3.19, -1.47], [2.91, 4.85, -1.93], [0.69, 7.51, 4.65], [-0.81, 6.62, 4.93], [1.62, 6.83, 3.31], [0.45, 8.54, 4.41], [1.30, 7.46, 5.55]],
  "lowdin_charge": [0.21, -0.48, 0.15, -0.01, -0.09, 0.11, 0.13, -0.70, 0.80, 0.04, -0.17, 0.16, 0.15, 0.08, 0.10, 0.10, -1.01, 0.52, 0.54, 0.02, 0.01, -0.99, 0.51, 0.53, 0.03, 0.02, -1.03, 0.52, 0.48, -0.03, 0.02, -0.99, 0.62, 0.54, -0.06, 0.04, -1.01, 0.56, 0.54, 0.03, 0.02, -1.06, 0.49, 0.49, -0.04, -0.08, -1.00, 0.55, 0.52, -0.01, 0.03, -1.00, 0.53, 0.52, 0.03, 0.03],
  "charge": 1
}

=====

# 5
{
  "formula": "C14H20F16NO5PS",
  "method": "wB97M-V/def2-TZVPD",
  "species": ["F", "C", "F", "C", "F", "F", "C", "O", "C", "F", "F", "C", "F", "F", "H", "H", "H", "H", "F", "C", "F", "C", "F", "F", "C", "O", "C", "F", "F", "C", "F", "F", "H", "H", "H", "H", "C", "S", "O", "O", "P", "C", "C", "O", "C", "N", "H", "H", "H", "H", "H", "H", "H", "H", "H", "H", "H", "H"],
  "coordinates": [[-0.88, -4.65, 2.04], [-0.31, -3.44, 1.91], [-1.27, -2.57, 1.49], [0.81, -3.46, 0.87], [0.30, -3.76, -0.34], [1.27, -2.17, 0.83], [2.04, -4.33, 1.17], [2.06, -5.60, 0.54], [1.58, -6.72, 1.15], [1.11, -6.47, 2.38], [2.61, -7.59, 1.28], [0.52, -7.41, 0.27], [-0.53, -6.58, 0.08], [0.09, -8.52, 0.91], [0.06, -3.10, 2.88], [2.88, -3.79, 0.73], [2.21, -4.40, 2.24], [0.95, -7.69, -0.69], [3.79, 5.14, -4.58], [4.18, 4.18, -5.45], [3.69, 4.50, -6.67], [3.62, 2.82, -5.03], [2.28, 2.83, -5.09], [4.08, 1.95, -6.00], [4.11, 2.23, -3.70], [3.23, 2.39, -2.60], [3.33, 3.44, -1.74], [4.34, 4.28, -2.07], [3.61, 2.95, -0.51], [2.00, 4.20, -1.63], [1.67, 4.70, -2.84], [2.15, 5.23, -0.77], [5.27, 4.16, -5.50], [4.15, 1.16, -3.87], [5.12, 2.58, -3.47], [1.21, 3.53, -1.28], [-0.74, 0.47, 1.78], [-0.69, 2.19, 1.31], [-0.31, 2.95, 2.48], [0.11, 2.28, 0.11], [-2.72, 2.71, 0.66], [-3.69, 2.18, 2.16], [-4.92, 1.38, 1.75], [-5.57, 2.13, 0.73], [-5.86, 1.13, 2.94], [-6.33, -0.24, 3.15], [-0.46, -0.13, 0.91], [-1.72, 0.17, 2.14], [0.00, 0.37, 2.57], [-2.51, 4.04, 1.08], [-3.06, 1.58, 2.83], [-4.00, 3.06, 2.72], [-4.60, 0.41, 1.35], [-5.92, 1.55, 0.05], [-5.39, 1.46, 3.87], [-6.74, 1.76, 2.78], [-6.68, -0.63, 2.28], [-5.55, -0.84, 3.41]],
  "lowdin_charge": [0.10, -0.30, 0.08, -0.44, 0.15, 0.09, -0.04, 0.05, -0.55, 0.15, 0.14, -0.29, 0.10, 0.10, 0.17, 0.15, 0.15, 0.18, 0.10, -0.31, 0.10, -0.44, 0.14, 0.09, -0.05, 0.05, -0.54, 0.14, 0.14, -0.28, 0.09, 0.10, 0.17, 0.15, 0.15, 0.13, -0.18, 0.41, -0.38, -0.41, 0.90, -0.40, -0.46, -0.08, -0.23, 0.00, 0.05, 0.04, 0.07, -0.05, 0.07, 0.09, 0.14, 0.10, 0.11, 0.12, 0.07, 0.06],
  "charge": 0,
  "smiles": "FC(F)C(F)(F)COC(F)(F)C(F)F.FC(F)C(F)(F)COC(F)(F)C(F)F.CS(=O)(=O)PC[C@H](O)CN"
}

=====

| no. | highest occupied orbital energy (eV) | Kohn-Sham gap (eV) | F_max (eV/A) |
| --- | --- | --- | --- |
| 1 | -8.588 | 9.30 | 0.5 |
| 2 | -7.111 | 7.11 | 1.6 |
| 3 | -9.329 | 9.37 | 3.9 |
| 4 | -12.393 | 7.51 | 1.0 |
| 5 | -9.719 | 9.91 | 0.5 |